ORCA calculation (ωB97M-V/def2-TZVPD) on C20H22N2O3W as an isolated structure.

Values from the calculation:
Energy above the lowest of the compared OMol25 structures with the same formula, charge and spin (kcal/mol): 0.0
HOMO level (eV): -21.957
Net charge: +4
E (eV): -32000.0654
Molar mass (g/mol): 522.25
Largest force on an atom (eV Å⁻¹): 0.88

```
48
Properties=species:S:1:pos:R:3:nbo_charge:R:1
W 0.304 -0.202 -0.059 2.35
O -0.079 -0.417 1.700 -0.55
C -1.013 -0.755 2.651 0.35
C -0.822 -0.492 3.978 -0.21
C -1.852 -0.907 4.848 -0.02
C -2.994 -1.560 4.390 -0.17
C -3.159 -1.821 3.039 -0.01
C -2.154 -1.415 2.130 -0.24
C -2.272 -1.656 0.761 0.29
N -1.425 -1.304 -0.222 -0.58
C -1.890 -1.713 -1.590 -0.25
C -0.725 -1.477 -2.524 -0.24
N -0.117 -0.211 -2.020 -0.59
C -0.048 0.862 -2.833 0.26
C 0.090 2.188 -2.432 -0.22
C 0.128 3.220 -3.411 -0.03
C 0.154 4.539 -3.015 -0.17
C 0.113 4.867 -1.656 0.00
C 0.050 3.886 -0.648 -0.22
C 0.049 2.584 -1.058 0.38
O -0.036 1.576 -0.109 -0.54
H 0.060 0.009 4.354 0.28
H -1.744 -0.708 5.908 0.29
H -3.756 -1.865 5.095 0.30
H -4.046 -2.331 2.682 0.27
H -3.168 -2.180 0.430 0.27
H -2.753 -1.097 -1.853 0.26
H -2.185 -2.762 -1.581 0.28
H -1.030 -1.373 -3.565 0.28
H 0.014 -2.278 -2.462 0.23
H -0.160 0.653 -3.896 0.27
H 0.144 2.959 -4.462 0.27
H 0.195 5.330 -3.753 0.30
H 0.119 5.911 -1.362 0.29
H -0.005 4.157 0.398 0.29
C 2.870 -1.463 1.186 -0.48
C 2.335 -2.056 -0.132 -0.41
C 2.809 -1.064 -1.167 -0.09
O 2.314 0.177 -0.472 -0.54
C 2.996 0.041 0.894 -0.09
H 3.854 -1.897 1.374 0.31
H 2.253 -1.686 2.055 0.26
H 1.195 -2.225 -0.202 0.18
H 2.637 -3.095 -0.302 0.35
H 2.371 -1.085 -2.161 0.25
H 3.896 -0.997 -1.218 0.28
H 2.479 0.731 1.565 0.24
H 4.009 0.403 0.723 0.29
```

***

ORCA calculation (ωB97M-V/def2-TZVPD) on one molecule with the formula C20H22N2O4.

Values from the calculation:
Energy above the lowest of the compared OMol25 structures with the same formula, charge and spin (kcal/mol): 6.6
HOMO level (eV): -8.609
E (eV): -32269.4999
Molar mass (g/mol): 354.41
Largest force on an atom (eV Å⁻¹): 0.63

```
48
Properties=species:S:1:pos:R:3:nbo_charge:R:1
C 4.819 0.742 -2.010 -0.60
H 5.624 0.047 -2.240 0.21
H 5.225 1.751 -2.011 0.20
H 4.071 0.672 -2.795 0.21
C 4.204 0.420 -0.649 -0.22
C 5.275 0.493 0.437 -0.61
H 6.117 -0.145 0.177 0.21
H 5.639 1.513 0.538 0.21
H 4.894 0.166 1.401 0.19
C 3.048 1.387 -0.378 -0.40
H 2.346 1.360 -1.213 0.23
H 3.426 2.407 -0.301 0.22
C 2.257 1.076 0.897 -0.15
N 1.686 -0.254 0.870 -0.59
C 0.509 -0.458 0.249 0.68
O -0.106 0.504 -0.212 -0.66
C 0.010 -1.850 0.200 -0.22
C 0.898 -2.926 0.233 -0.16
C 0.445 -4.229 0.211 -0.25
C -0.919 -4.479 0.165 -0.16
C -1.819 -3.436 0.110 -0.27
C -1.376 -2.112 0.106 0.29
N -2.246 -1.043 0.017 -0.64
C -3.612 -1.031 -0.001 0.66
O -4.310 -2.021 0.107 -0.61
C -4.202 0.334 -0.134 -0.09
C -5.526 0.486 0.276 -0.18
C -6.156 1.712 0.186 -0.22
C -5.471 2.803 -0.325 -0.19
C -4.161 2.658 -0.751 -0.22
C -3.523 1.433 -0.658 -0.20
H -2.508 1.354 -1.018 0.22
H -3.629 3.504 -1.160 0.22
H -5.960 3.764 -0.398 0.21
H -7.180 1.818 0.513 0.22
H -6.043 -0.378 0.665 0.23
H -1.763 -0.149 -0.073 0.44
H -2.878 -3.626 0.057 0.26
H -1.281 -5.496 0.157 0.22
H 1.150 -5.046 0.229 0.22
H 1.963 -2.745 0.239 0.20
H 2.182 -1.011 1.308 0.41
C 1.131 2.102 1.073 0.82
O 1.022 3.121 0.454 -0.59
O 0.367 1.799 2.133 -0.70
H -0.343 2.453 2.222 0.50
H 2.892 1.155 1.785 0.23
H 3.807 -0.602 -0.687 0.19
```

***

ORCA calculation (ωB97M-V/def2-TZVPD) on one molecule with the formula C20H22N2O7S.

Values from the calculation:
Energy above the lowest of the compared OMol25 structures with the same formula, charge and spin (kcal/mol): 0.0
HOMO level (eV): -8.838
E (eV): -49245.3584
Molar mass (g/mol): 434.47
Largest force on an atom (eV Å⁻¹): 1.39

```
52
Properties=species:S:1:pos:R:3:nbo_charge:R:1
C -0.989 -0.343 1.498 -0.62
H -0.131 -0.052 2.097 0.22
H -0.728 -1.232 0.929 0.22
H -1.809 -0.589 2.168 0.21
C -1.376 0.799 0.560 -0.21
N -2.457 0.430 -0.334 -0.43
C -2.315 0.103 -1.637 0.66
O -3.263 -0.136 -2.360 -0.63
C -0.902 0.055 -2.226 -0.17
H -1.011 -0.263 -3.268 0.22
H -0.427 1.044 -2.201 0.23
O -0.080 -0.895 -1.565 -0.51
C 1.131 -0.502 -1.141 0.80
O 1.509 0.651 -1.258 -0.64
C 1.893 -1.591 -0.517 -0.26
C 1.341 -2.876 -0.480 -0.14
C 2.013 -3.925 0.105 -0.25
C 3.265 -3.705 0.667 -0.15
C 3.836 -2.451 0.641 -0.28
C 3.171 -1.372 0.050 0.30
N 3.727 -0.111 0.008 -0.64
C 4.936 0.315 0.494 0.64
O 5.745 -0.370 1.086 -0.59
C 5.175 1.739 0.225 0.14
C 6.268 2.510 0.538 -0.23
C 5.989 3.803 0.051 -0.32
C 4.753 3.728 -0.521 0.12
O 4.253 2.493 -0.423 -0.39
H 4.147 4.464 -1.013 0.21
H 6.617 4.667 0.115 0.23
H 7.145 2.175 1.050 0.25
H 3.151 0.586 -0.468 0.45
H 4.808 -2.283 1.073 0.26
H 3.801 -4.521 1.127 0.22
H 1.572 -4.909 0.123 0.22
H 0.371 -3.034 -0.926 0.23
C -3.793 0.422 0.253 -0.04
C -4.761 1.407 -0.380 -0.67
H -4.528 2.447 -0.175 0.25
H -4.895 1.227 -1.441 0.27
S -6.286 0.951 0.507 2.16
O -7.448 1.060 -0.326 -0.93
O -6.305 1.651 1.763 -0.95
C -5.844 -0.801 0.823 -0.65
C -4.482 -0.952 0.177 -0.43
H -4.584 -1.228 -0.872 0.25
H -3.877 -1.709 0.678 0.22
H -6.607 -1.434 0.386 0.25
H -5.821 -0.921 1.902 0.24
H -3.684 0.697 1.307 0.22
H -1.705 1.662 1.149 0.20
H -0.510 1.119 -0.017 0.22
```

***

ORCA calculation (ωB97M-V/def2-TZVPD) on an isolated ion of composition C20H22NO2S and charge +1.

Values from the calculation:
Energy above the lowest of the compared OMol25 structures with the same formula, charge and spin (kcal/mol): 0.0
HOMO level (eV): -11.037
Net charge: +1
E (eV): -37510.4673
Molar mass (g/mol): 340.47
Largest force on an atom (eV Å⁻¹): 0.71

```
46
Properties=species:S:1:pos:R:3:nbo_charge:R:1
C -1.465 -3.734 -0.227 -0.26
H -1.059 -4.139 0.706 0.18
H -2.420 -4.210 -0.438 0.22
H -0.773 -3.939 -1.051 0.17
O -1.746 -2.359 -0.115 -0.46
C -0.752 -1.506 0.203 0.28
C 0.575 -1.845 0.382 -0.31
C 1.521 -0.874 0.732 -0.11
C 1.125 0.440 0.890 -0.21
C -0.203 0.800 0.706 -0.30
C -1.153 -0.148 0.359 0.37
O -2.454 0.083 0.155 -0.48
C -2.974 1.391 0.335 -0.10
C -4.461 1.353 0.096 0.03
C -5.091 2.384 -0.585 -0.23
C -6.461 2.356 -0.780 -0.20
C -7.208 1.292 -0.304 -0.21
C -6.582 0.257 0.370 -0.19
C -5.214 0.289 0.574 -0.23
H -4.721 -0.517 1.095 0.22
H -7.161 -0.575 0.741 0.22
H -8.276 1.269 -0.460 0.22
H -6.945 3.164 -1.308 0.22
H -4.511 3.215 -0.962 0.21
H -2.495 2.089 -0.365 0.18
H -2.772 1.731 1.363 0.19
H -0.486 1.830 0.843 0.24
H 1.843 1.194 1.175 0.22
C 2.957 -1.275 0.887 -0.25
H 3.044 -2.230 1.408 0.23
H 3.521 -0.515 1.427 0.24
N 3.582 -1.440 -0.473 -0.49
H 2.964 -2.056 -1.014 0.44
H 4.503 -1.884 -0.385 0.44
C 3.751 -0.142 -1.215 -0.26
C 4.882 0.649 -0.663 -0.29
C 6.200 0.570 -1.014 -0.21
C 7.014 1.457 -0.281 -0.25
C 6.309 2.194 0.617 -0.37
S 4.638 1.830 0.590 0.46
H 6.672 2.938 1.297 0.26
H 8.075 1.547 -0.419 0.25
H 6.577 -0.083 -1.781 0.23
H 3.939 -0.377 -2.265 0.24
H 2.807 0.401 -1.127 0.26
H 0.885 -2.875 0.285 0.22
```